No. 1
This record from OMol25 describes a 18-piece molecular cluster, C67H111N13O15 overall in a non-equilibrium geometry. The level of theory is the ωB97M-V functional and the def2-TZVPD basis.

Properties
Frontier orbital gap in eV: 11.43
HOMO in hartree: -0.399
LUMO level in eV: 0.6

Geometry as ORCA input:
```
! RIJCOSX wB97M-V def2-TZVPD def2/J DEFGRID3
* xyz 0 1
C 19.40 25.59 12.07
C 19.03 24.27 11.46
C 17.57 24.10 11.16
C 16.75 24.34 12.36
N 16.10 24.62 13.24
H 20.39 25.77 11.71
H 19.38 25.63 13.15
H 18.76 26.37 11.71
H 19.38 23.43 12.04
H 19.45 24.24 10.42
H 17.39 23.11 10.79
H 17.23 24.87 10.43
C 11.04 21.56 10.94
C 10.39 20.20 10.85
C 10.56 19.31 12.13
C 10.39 20.08 13.38
N 10.23 20.67 14.35
H 10.73 22.17 10.05
H 12.14 21.46 10.98
H 10.70 22.15 11.84
H 10.85 19.60 10.09
H 9.35 20.33 10.57
H 11.59 19.10 12.12
H 9.86 18.46 12.18
C 19.09 23.94 17.96
C 17.92 24.22 16.99
C 18.26 23.47 15.60
C 18.63 22.07 15.74
N 18.87 20.94 15.71
H 19.14 22.89 18.14
H 18.93 24.51 18.87
H 20.01 24.36 17.53
H 17.68 25.23 16.83
H 16.95 23.80 17.30
H 19.17 23.86 15.08
H 17.41 23.43 14.87
C 18.97 17.35 13.58
C 18.07 16.29 14.16
C 16.91 15.78 13.26
C 17.26 15.75 11.86
N 17.72 15.54 10.84
H 18.28 18.07 13.13
H 19.55 17.11 12.71
H 19.60 17.83 14.37
H 17.59 16.73 15.02
H 18.74 15.49 14.56
H 16.13 16.55 13.37
H 16.56 14.75 13.58
C 14.77 21.74 9.76
C 14.40 21.46 8.30
C 15.43 20.47 7.65
C 16.80 20.93 7.71
N 17.92 21.18 7.81
H 15.73 22.24 9.71
H 14.92 20.81 10.29
H 14.01 22.32 10.19
H 14.30 22.50 7.87
H 13.44 21.06 8.21
H 15.24 20.29 6.56
H 15.40 19.49 8.09
C 19.13 12.74 18.52
C 17.88 12.78 17.64
C 17.87 13.92 16.63
C 18.09 15.21 17.22
N 18.31 16.23 17.63
H 19.04 11.82 19.12
H 19.24 13.64 19.14
H 20.07 12.67 17.94
H 17.04 12.96 18.26
H 17.67 11.90 17.08
H 16.95 13.93 16.06
H 18.75 13.68 15.99
C 15.30 17.42 18.82
C 16.09 17.81 20.03
C 15.74 16.77 21.16
C 15.99 15.42 20.71
N 16.32 14.40 20.30
H 15.55 18.03 17.94
H 14.21 17.52 18.86
H 15.41 16.40 18.45
H 15.99 18.88 20.41
H 17.13 17.66 19.74
H 14.68 16.90 21.46
H 16.29 16.96 22.10
C 14.59 17.39 10.60
C 14.73 16.11 9.80
C 13.77 15.97 8.59
C 14.14 16.78 7.43
N 14.44 17.50 6.56
H 13.61 17.47 10.99
H 14.65 18.29 10.01
H 15.33 17.42 11.38
H 14.58 15.15 10.35
H 15.76 16.11 9.52
H 12.76 16.26 8.84
H 13.78 14.90 8.27
C 13.26 15.82 15.71
C 12.36 15.63 14.50
C 13.08 14.86 13.43
C 12.95 13.44 13.88
N 12.99 12.36 14.22
H 14.04 16.51 15.45
H 13.57 14.82 16.01
H 12.65 16.33 16.44
H 12.04 16.63 14.17
H 11.43 15.13 14.77
H 14.07 15.15 13.53
H 12.77 14.98 12.38
C 10.06 21.17 18.21
C 11.53 21.36 18.51
C 12.36 20.12 18.07
C 11.91 18.88 18.86
N 11.46 17.91 19.24
H 9.74 20.12 18.46
H 9.80 21.23 17.14
H 9.46 21.88 18.80
H 11.74 21.50 19.65
H 11.97 22.20 17.94
H 13.46 20.20 18.33
H 12.16 19.93 17.03
C 16.52 12.11 10.63
C 16.28 11.61 9.24
C 14.72 11.22 9.09
C 13.79 12.29 9.60
N 13.01 13.10 9.95
H 17.58 12.30 10.79
H 15.99 11.48 11.37
H 16.03 13.05 10.82
H 16.89 10.83 8.84
H 16.43 12.41 8.53
H 14.51 10.36 9.69
H 14.51 11.02 8.01
C 22.83 21.68 15.46
C 22.14 21.16 14.17
C 21.78 19.72 14.35
C 22.91 18.80 14.31
N 23.83 18.11 14.37
H 22.94 22.76 15.31
H 23.90 21.21 15.63
H 22.17 21.41 16.30
H 22.81 21.29 13.24
H 21.23 21.69 13.90
H 21.01 19.38 13.60
H 21.31 19.56 15.36
C 14.03 9.96 20.96
C 14.80 11.31 21.15
C 16.30 11.16 20.96
C 16.53 10.47 19.74
N 16.66 9.82 18.76
H 12.97 10.03 21.29
H 14.47 9.11 21.44
H 13.97 9.79 19.85
H 14.44 11.73 22.09
H 14.48 12.06 20.39
H 16.85 10.62 21.75
H 16.84 12.09 20.88
C 15.02 10.58 16.11
C 14.81 9.80 14.74
O 15.30 10.70 13.79
C 15.76 11.82 14.32
O 16.35 12.69 13.76
O 15.68 11.80 15.68
H 15.70 10.11 16.77
H 13.99 10.78 16.58
H 13.69 9.60 14.59
H 15.40 8.91 14.63
C 16.35 20.22 14.06
C 16.28 19.49 15.31
O 15.11 18.66 15.15
C 14.33 19.20 14.23
O 13.23 18.87 13.91
O 14.97 20.24 13.69
H 16.89 19.74 13.24
H 16.61 21.27 14.13
H 16.21 20.05 16.24
H 17.20 18.88 15.45
C 7.61 16.08 15.75
C 8.02 17.56 15.50
O 8.21 17.55 14.02
C 8.33 16.31 13.62
O 8.68 16.01 12.53
O 8.16 15.44 14.60
H 6.49 16.02 15.75
H 8.06 15.58 16.63
H 8.90 17.86 16.11
H 7.14 18.24 15.64
C 18.81 18.10 9.56
C 19.97 19.09 9.40
O 19.54 20.25 10.14
C 18.24 20.16 10.49
O 17.56 21.00 10.95
O 17.80 18.86 10.30
H 19.11 17.19 10.13
H 18.40 17.94 8.54
H 20.18 19.36 8.32
H 20.83 18.88 9.95
C 13.28 22.57 14.99
C 13.58 24.00 15.34
O 14.65 23.94 16.31
C 14.76 22.63 16.75
O 15.42 22.28 17.66
O 13.95 21.79 16.00
H 13.70 22.19 14.08
H 12.23 22.33 14.89
H 12.70 24.38 15.88
H 13.99 24.54 14.47
*
```

No. 2
This record from OMol25 describes a 2-piece molecular cluster, CH3N3O overall in a non-equilibrium geometry. The level of theory is the ωB97M-V functional and the def2-TZVPD basis.

Properties
Frontier orbital gap (spin up / spin down) in eV: 8.73 / 7.56
HOMO (spin up / spin down) in hartree: -0.349 / -0.343
LUMO level (spin up / spin down) in eV: -0.8 / -1.8
ΔE to the lowest compared entry with this formula, charge and spin in kcal per mole: 200.90

Geometry as ORCA input:
```
! RIJCOSX wB97M-V def2-TZVPD def2/J DEFGRID3
* xyz 0 1
C 0.90 0.25 0.25
N -0.36 0.51 0.49
N 1.56 -0.78 0.08
N -2.46 -0.13 0.01
O -1.20 -0.17 -0.27
H 1.93 1.70 0.28
H 2.55 -0.75 -0.08
H -2.93 -0.63 -0.75
*
```

No. 3
This record from OMol25 describes C9H9MnN2O5S as an isolated structure in a non-equilibrium geometry. The level of theory is the ωB97M-V functional and the def2-TZVPD basis.

Properties
<S²>: 3.7916
Frontier orbital gap (spin up / spin down) in eV: 6.91 / 4.78
HOMO (spin up / spin down) in hartree: -0.771 / -0.770
LUMO level (spin up / spin down) in eV: -14.1 / -16.2

Geometry as ORCA input:
```
! RIJCOSX wB97M-V def2-TZVPD def2/J DEFGRID3
* xyz 3 4
O 1.58 4.08 -2.20
C 0.48 4.31 -2.29
Mn -2.25 0.20 -1.33
O -1.22 1.35 1.36
C -1.55 0.98 0.30
C -2.99 -1.27 -0.54
O -3.54 -2.21 -0.14
C -2.97 -0.30 -3.01
O -3.49 -0.76 -3.94
C -3.62 1.37 -1.12
O -4.49 2.13 -1.08
H -1.33 1.09 -2.51
S 0.01 -1.06 -1.68
C 0.90 -0.87 -0.23
N 1.06 -1.89 0.60
C 1.87 -1.91 1.82
C 1.97 -0.51 2.34
C 2.36 0.47 1.25
N 1.46 0.30 0.12
H 0.66 -2.73 0.26
H 2.86 -2.32 1.57
H 1.38 -2.60 2.53
H 2.69 -0.48 3.14
H 1.03 -0.20 2.78
H 3.41 0.28 0.94
H 2.32 1.51 1.61
H 1.41 1.03 -0.53
*
```

No. 4
This record from OMol25 describes a 7-piece molecular cluster, C34H66N2O9PS2 overall in a non-equilibrium geometry. The level of theory is the ωB97M-V functional and the def2-TZVPD basis.

Properties
<S²>: 0.7540
Frontier orbital gap (spin up / spin down) in eV: 8.58 / 9.30
HOMO (spin up / spin down) in hartree: -0.303 / -0.330
LUMO level (spin up / spin down) in eV: 0.3 / 0.3

Geometry as ORCA input:
```
! RIJCOSX wB97M-V def2-TZVPD def2/J DEFGRID3
* xyz 0 2
C -3.57 -2.56 3.05
C -3.37 -1.05 2.76
C -2.45 -0.49 3.85
C -2.74 -0.85 1.37
C -3.37 0.20 0.45
N -2.84 0.05 -0.91
C -1.73 -0.23 -1.25
S -0.26 -0.56 -1.70
P -2.96 1.97 0.82
O -1.37 1.80 0.98
O -3.51 2.30 2.29
S -3.56 3.23 -0.49
C -4.89 0.00 0.39
C -5.61 -0.24 1.73
C -6.43 -1.54 1.68
C -6.57 0.92 1.99
N -4.66 -0.31 2.88
O -5.22 -0.43 4.01
H -3.70 -3.15 2.15
H -4.42 -2.72 3.71
H -2.68 -2.94 3.57
H -1.43 -0.84 3.68
H -2.47 0.59 3.86
H -2.77 -0.85 4.83
H -2.80 -1.78 0.81
H -1.67 -0.64 1.49
H -0.93 2.66 1.13
H -2.82 2.51 2.94
H -5.34 0.84 -0.13
H -5.04 -0.87 -0.25
H -7.04 -1.53 0.77
H -7.11 -1.57 2.53
H -5.81 -2.43 1.65
H -7.06 0.80 2.95
H -7.32 0.95 1.20
H -6.03 1.87 1.99
C 0.96 0.44 -5.11
C -0.53 0.80 -5.11
C -0.59 1.79 -6.27
O 0.41 1.39 -7.20
C 1.27 0.42 -6.60
H 1.17 -0.51 -4.62
H 1.53 1.22 -4.60
H -1.13 -0.08 -5.33
H -0.88 1.23 -4.17
H -0.37 2.81 -5.93
H -1.56 1.80 -6.78
H 1.06 -0.57 -7.03
H 2.31 0.68 -6.82
C 3.07 1.39 0.88
C 3.11 2.19 -0.42
C 1.81 2.98 -0.33
O 1.58 3.21 1.07
C 2.46 2.39 1.85
H 4.04 1.03 1.22
H 2.41 0.52 0.77
H 3.97 2.87 -0.41
H 3.16 1.58 -1.31
H 0.98 2.41 -0.74
H 1.86 3.95 -0.83
H 3.22 3.02 2.31
H 1.88 1.91 2.64
C 5.20 -2.14 4.20
C 4.09 -1.88 5.22
C 3.57 -0.52 4.77
O 3.75 -0.48 3.36
C 4.59 -1.56 2.93
H 5.47 -3.19 4.09
H 6.10 -1.58 4.48
H 3.31 -2.64 5.12
H 4.44 -1.88 6.25
H 4.14 0.29 5.23
H 2.51 -0.37 4.99
H 3.98 -2.30 2.41
H 5.34 -1.17 2.23
C 0.88 3.58 -9.79
C 0.79 3.86 -11.29
C 2.21 3.54 -11.75
O 2.68 2.51 -10.88
C 1.80 2.36 -9.76
H -0.08 3.38 -9.32
H 1.35 4.42 -9.28
H 0.08 3.18 -11.76
H 0.50 4.88 -11.53
H 2.86 4.41 -11.65
H 2.26 3.18 -12.78
H 1.23 1.44 -9.88
H 2.39 2.30 -8.85
C 9.87 0.20 1.50
C 9.16 1.15 0.53
C 7.97 0.31 0.09
O 7.64 -0.53 1.20
C 8.69 -0.48 2.18
H 10.53 0.70 2.20
H 10.46 -0.53 0.94
H 8.82 2.04 1.07
H 9.78 1.47 -0.30
H 8.22 -0.32 -0.77
H 7.09 0.91 -0.17
H 8.34 0.10 3.04
H 8.90 -1.50 2.50
C -7.38 -4.25 6.44
C -6.30 -5.31 6.60
C -6.06 -5.72 5.15
O -6.30 -4.55 4.36
C -6.94 -3.55 5.16
H -7.45 -3.57 7.29
H -8.36 -4.72 6.30
H -5.40 -4.87 7.02
H -6.59 -6.15 7.22
H -6.75 -6.51 4.84
H -5.04 -6.06 4.96
H -6.22 -2.75 5.37
H -7.77 -3.13 4.59
*
```

No. 5
This record from OMol25 describes C32H34ClN3Pt as an isolated structure. The level of theory is the ωB97M-V functional and the def2-TZVPD basis.

Properties
Frontier orbital gap in eV: 5.34
HOMO in hartree: -0.506
LUMO level in eV: -8.4
ΔE to the lowest compared entry with this formula, charge and spin in kcal per mole: 56.59

Geometry as ORCA input:
```
! RIJCOSX wB97M-V def2-TZVPD def2/J DEFGRID3
* xyz 2 1
Pt -1.07 0.08 0.25
C 1.83 -1.84 1.94
C 0.77 -0.80 2.04
C 1.06 0.54 2.16
C 0.01 1.50 2.23
C 0.36 2.95 2.30
C -1.32 1.08 2.35
C -1.65 -0.30 2.35
C -3.05 -0.76 2.65
C -0.61 -1.20 2.05
H 2.01 -2.28 2.92
H 2.78 -1.43 1.59
H 1.52 -2.65 1.27
H 2.09 0.89 2.16
H 0.74 3.17 3.30
H -0.51 3.59 2.15
H 1.14 3.22 1.59
H -2.11 1.81 2.51
H -3.26 -1.71 2.16
H -3.78 -0.03 2.33
H -3.15 -0.90 3.73
H -0.84 -2.26 1.98
N -2.05 10.14 -2.92
C -1.98 9.00 -2.79
C -1.89 7.58 -2.64
C -2.54 6.74 -3.54
C -2.45 5.37 -3.39
C -1.71 4.83 -2.35
C -1.06 5.66 -1.45
C -1.15 7.04 -1.59
N -1.63 3.41 -2.19
C -1.92 2.46 -3.15
C -1.74 1.25 -2.57
N -1.34 1.45 -1.26
C -1.30 2.76 -1.07
H -3.12 7.16 -4.35
H -2.99 4.73 -4.09
H -0.45 5.26 -0.65
H -0.64 7.69 -0.90
H -2.21 2.71 -4.15
H -1.88 0.26 -2.96
H -1.05 3.23 -0.14
Cl 4.89 -0.27 -0.70
C 4.35 -0.28 -2.31
C 5.27 -0.29 -3.33
C 4.82 -0.30 -4.65
C 3.46 -0.30 -4.99
C 2.53 -0.29 -3.99
C 2.94 -0.29 -2.61
C 1.98 -0.35 -1.65
H 6.33 -0.29 -3.11
H 5.56 -0.30 -5.44
H 3.16 -0.30 -6.03
H 1.47 -0.30 -4.20
H 2.23 -0.40 -0.59
H 0.93 -0.38 -1.90
C -2.16 -4.46 -2.32
C -1.42 -3.26 -2.93
C -2.20 -2.73 -4.14
C -0.01 -3.68 -3.37
C -1.31 -2.19 -1.92
C -1.23 -1.30 -1.10
H -2.25 -5.25 -3.06
H -3.16 -4.18 -1.99
H -1.61 -4.85 -1.46
H -2.36 -3.54 -4.86
H -1.66 -1.93 -4.65
H -3.18 -2.36 -3.84
H -0.07 -4.50 -4.08
H 0.58 -4.02 -2.51
H 0.51 -2.85 -3.85
*
```

No. 6
This record from OMol25 describes a 2-piece molecular cluster, C4H6NPS overall in a non-equilibrium geometry. The level of theory is the ωB97M-V functional and the def2-TZVPD basis.

Properties
Frontier orbital gap in eV: 8.58
HOMO in hartree: -0.302
LUMO level in eV: 0.4
SMILES string: [PH2]#CN=S.C#CC
ΔE to the lowest compared entry with this formula, charge and spin in kcal per mole: 52.41

Geometry as ORCA input:
```
! RIJCOSX wB97M-V def2-TZVPD def2/J DEFGRID3
* xyz 0 1
C 0.65 0.31 -1.01
C 1.17 1.21 -0.41
C -1.49 -1.69 0.18
C 1.41 2.41 0.42
N -1.98 -0.62 0.15
P -0.28 -2.91 -0.22
S -2.72 0.73 0.20
H 0.54 -0.58 -1.65
H 2.36 2.61 0.97
H 1.34 3.18 -0.27
H 0.61 2.56 1.17
H -1.20 -3.91 -0.57
H -0.40 -3.29 1.04
*
```

Calculated total energy per entry: -121358.915 -7594.890 -64815.593 -88693.508 -53958.239 -25854.597 eV